Formula: C24H18Cl5N4O2RuS
Source: the Open Molecules 2025 dataset
Level of theory: ωB97M-V with the def2-TZVPD basis set

The LUMO energy (spin up / spin down) comes out at -0.1 / -2.2 eV. The value obtained for the max |F| is 1.23 eV/A. As for the total charge: 0. The multiplicity is 6. The calculation puts the frontier orbital gap (spin up / spin down) at 0.1732 / 0.2070 Eh. The energy above the lowest of the compared OMol25 structures with the same formula, charge and spin comes out at 113.0 kJ/mol. The calculated total energy is -111261.8246 eV.

Each line ends with the Mulliken spin population.
Geometry (Å):
Ru1 -0.058058 0.146583 0.502452  3.537
Cl1 -2.800836 -5.554916 2.458052  0.005
Cl2 -2.963309 -0.227384 1.737267  0.015
Cl3 -4.215411 -2.821141 2.899032  0.000
Cl4 -0.190318 -5.682319 0.762976  -0.001
Cl5 0.904033 -3.129333 -0.569702  0.006
S1 2.385460 -0.319796 -1.054005  0.177
O1 -0.110405 0.549568 2.884713  0.104
O2 -1.035725 2.111117 1.666813  0.135
N1 0.717701 1.964063 -0.345692  0.203
N2 1.758452 -1.119405 1.791038  0.045
N3 4.787960 -0.433235 -0.024745  0.017
N4 3.100496 -1.089925 1.399845  0.004
C1 0.466343 3.466469 -2.199818  -0.120
C2 -1.245687 1.716151 -1.643900  -0.075
C3 -1.081385 2.418177 4.034426  0.013
C4 -0.974216 -4.175000 1.026105  -0.015
C5 1.720660 3.981607 -1.984903  0.320
C6 -2.751493 -2.893119 2.009266  -0.020
C7 -0.729782 1.646071 2.774900  -0.054
C8 -1.361462 0.416915 -1.074992  0.090
C9 3.465718 -0.610107 0.183819  -0.019
C10 1.887887 2.550974 -0.026273  -0.014
C11 3.772495 3.979298 -0.595502  0.067
C12 -0.028570 2.438671 -1.390718  0.330
C13 2.581142 2.162217 1.130032  0.104
C14 -2.281324 2.191928 -2.465406  0.046
C15 4.460379 3.537502 0.528050  0.016
C16 -3.345893 1.384340 -2.798109  0.014
C17 -3.397030 0.074067 -2.336996  0.081
C18 3.845592 2.662004 1.404433  0.063
C19 -0.970505 -1.732254 0.776105  -0.036
C20 -2.412609 -0.392641 -1.472112  0.003
C21 2.483981 3.527090 -0.878310  -0.043
C22 -2.165328 -1.734734 1.506933  -0.013
C23 -2.132541 -4.123174 1.795687  0.029
C24 -0.445352 -2.998574 0.497073  -0.035
H1 -4.141107 1.753396 -3.428723  0.000
H2 5.462342 3.892649 0.720460  0.007
H3 -0.421720 3.282119 4.100469  0.000
H4 4.355402 2.345244 2.302192  0.010
H5 -2.106778 2.777954 3.962572  0.001
H6 -2.240955 3.204197 -2.834665  0.010
H7 2.093881 1.496895 1.833241  -0.020
H8 3.811938 -1.166438 2.120123  0.002
H9 5.465150 -0.805212 0.621592  -0.002
H10 1.583512 -0.586516 2.648260  -0.002
H11 2.146121 4.729049 -2.636711  0.020
H12 -0.963389 1.781663 4.909222  0.001
H13 5.075797 -0.258667 -0.971716  -0.001
H14 -2.484529 -1.415864 -1.122183  0.005
H15 4.235478 4.671455 -1.283795  -0.001
H16 1.448764 -2.080388 1.945341  -0.004
H17 -0.129533 3.821377 -3.025914  -0.013
H18 -4.203836 -0.578216 -2.633193  0.008

Atomic forces in eV per Å
0.7 0.9 -0.1
0.0 -0.1 0.0
-0.3 -0.1 0.2
-0.1 0.0 0.1
0.0 -0.1 -0.1
0.0 -0.2 0.0
-0.1 0.0 0.2
0.5 -1.0 -0.6
-0.1 -0.2 -0.4
-0.8 -0.6 0.0
-0.2 0.0 0.2
-0.2 -0.3 0.4
0.4 0.1 0.2
-0.1 -0.2 0.2
0.1 -0.1 0.0
0.0 -0.3 -0.3
0.0 0.0 0.1
-0.2 0.1 -0.3
0.0 0.0 0.0
-0.2 0.9 0.6
0.1 0.2 0.1
-0.3 -0.2 -0.6
1.0 0.2 0.4
0.0 -0.2 0.2
-0.1 0.5 -0.4
-0.2 0.3 -0.1
0.2 -0.1 0.1
0.1 0.2 -0.2
0.0 -0.2 0.1
0.2 -0.1 0.1
0.0 -0.2 0.0
-0.5 -0.4 0.2
-0.3 -0.4 -0.1
0.0 -0.3 0.4
0.1 0.1 -0.1
0.0 0.1 0.0
0.0 0.2 -0.1
0.0 0.1 -0.1
0.1 0.0 0.0
0.0 0.0 0.1
0.1 0.0 0.1
0.0 0.0 0.0
0.0 0.1 0.0
0.0 0.0 0.0
-0.3 0.1 -0.1
0.0 0.1 -0.1
0.2 0.0 -0.2
0.0 0.1 -0.1
0.0 0.1 0.0
0.0 0.1 0.0
0.0 0.1 0.0
0.0 0.1 0.0
0.2 0.2 -0.2
-0.1 0.0 -0.1
-0.1 -0.1 0.0

Formula: C4H13NO2
Source: the Open Molecules 2025 dataset
Level of theory: ωB97M-V with the def2-TZVPD basis set

The LUMO energy comes out at 0.7 eV. The value obtained for the max |F| is 2.32 eV/A. As for the total charge: 0. The multiplicity is 1. Its structure (SMILES) is C=C(N)CC.O.O. The calculation puts the frontier orbital gap at 0.3334 Eh. The energy above the lowest of the compared OMol25 structures with the same formula, charge and spin comes out at 152.4 kJ/mol. The calculated total energy is -9942.6170 eV.

Each line ends with the Mulliken charge.
Geometry (Å):
O1 -0.625167 0.168907 2.978887  -0.648
O2 -2.674507 -0.457885 -1.498931  -0.676
N1 1.407500 -0.013387 1.113306  -0.410
C1 0.566211 0.333574 0.079829  0.741
C2 0.471759 -0.725712 -0.989653  -0.426
C3 -0.225598 1.422028 0.099620  -1.222
C4 1.667330 -0.639474 -1.950933  -1.158
H1 0.116623 2.134247 0.845108  0.336
H2 -2.045659 0.240698 -1.265715  0.219
H3 -1.008383 1.028286 2.833224  0.311
H4 1.577054 0.582324 1.899357  0.233
H5 2.583974 -0.980017 -1.465946  0.331
H6 -1.013155 1.638338 -0.598362  0.417
H7 0.700677 -1.752434 -0.651531  0.221
H8 -0.557638 -0.713030 -1.329544  0.233
H9 1.962494 0.397644 -2.183368  0.285
H10 -3.182242 -0.312438 -0.683966  0.355
H11 1.442168 -1.064759 -2.923648  0.357
H12 -0.521287 -0.386404 2.220777  0.354
H13 1.848494 -0.912118 1.096346  0.146

Atomic forces in eV per Å
0.1 -0.2 2.3
-0.2 0.9 1.1
0.5 0.2 -0.7
-0.7 -1.3 0.3
1.1 -0.6 0.4
1.3 -0.1 0.6
0.0 2.1 -0.7
-0.8 0.4 -0.1
0.4 -0.1 -0.8
-0.2 -0.1 -0.9
-0.1 0.0 0.1
-0.2 -0.7 -0.2
0.2 0.3 -0.2
-1.0 0.3 0.9
0.5 -0.2 -0.9
-0.5 0.0 0.0
-0.6 -0.8 -0.3
0.3 -0.6 0.1
-0.2 0.3 -1.0
0.2 0.1 0.0

Formula: C23H43ClO6S
Source: the Open Molecules 2025 dataset
Level of theory: ωB97M-V with the def2-TZVPD basis set

The LUMO energy comes out at 0.1 eV. The value obtained for the max |F| is 2.46 eV/A. As for the total charge: 0. The multiplicity is 1. Its structure (SMILES) is CCCCCCCCCCC[C@@H]1CC(=O)O[C@@H]1CCCCS(=O)(=O)Cl.CCOC(C)=O. The calculation puts the frontier orbital gap at 0.3704 Eh. The calculated total energy is -60191.1644 eV.

Each line ends with the Mulliken charge.
Geometry (Å):
Cl1 -4.010714 3.906209 -2.025645  -0.203
S1 -3.080207 5.508640 -1.149020  1.045
O1 5.229400 -2.496212 -1.623075  -0.587
O2 7.177738 -2.424744 -0.624024  -0.382
O3 -3.997736 6.592857 -1.015726  -0.552
O4 3.968050 0.726319 1.207688  -0.622
O5 2.337391 2.297980 1.180912  -0.421
O6 -1.874350 5.723807 -1.889545  -0.540
C1 -2.666907 4.843685 0.452329  -0.919
C2 -0.441347 -1.242811 -1.905995  0.110
C3 -0.013771 2.224142 1.610431  -0.805
C4 1.058357 2.524802 0.559677  0.003
C5 -3.252724 -1.203834 2.838482  -0.434
C6 -2.739067 -1.585115 -2.955448  -0.606
C7 5.831988 -2.367846 -0.593967  0.725
C8 7.990024 -2.109110 0.507761  -0.356
C9 -1.261083 -2.031544 -2.938780  -1.191
C10 -3.668316 -2.516458 0.618894  -1.166
C11 2.018047 0.475493 -0.289630  -0.495
C12 -3.876600 -1.660500 -0.650098  0.094
C13 -1.236835 3.150700 1.647307  -1.110
C14 1.078068 1.619125 -0.676893  -0.005
C15 -4.605315 -0.539933 2.580046  -1.086
C16 8.171281 -3.299352 1.426929  -0.925
C17 -0.117944 0.173264 -2.408365  -1.288
C18 -3.616098 -2.396094 -1.990920  -0.991
C19 -2.649754 -1.918664 1.614119  0.468
C20 -1.794406 3.592927 0.295373  -0.132
C21 5.122296 -2.209260 0.728359  -0.347
C22 2.897672 1.136994 0.767866  0.280
C23 -0.247955 1.249582 -1.327943  0.344
H1 -0.311738 1.178985 1.545481  0.180
H2 -2.084424 5.637114 0.912729  0.434
H3 2.707831 0.250746 -1.093338  0.499
H4 -4.581453 -2.602373 -2.446381  0.382
H5 8.844203 -3.046923 2.246808  0.345
H6 0.485750 2.329925 2.569557  0.474
H7 -0.674015 2.144925 -1.773263  0.343
H8 0.868423 0.210574 -2.866166  0.397
H9 -4.660530 -0.153974 1.566479  0.165
H10 8.591971 -4.139566 0.874664  0.300
H11 -0.830370 0.417584 -3.192771  0.640
H12 7.596158 -1.237529 1.032201  0.322
H13 0.463991 -1.801483 -1.685166  0.458
H14 -4.783009 0.266562 3.283954  0.377
H15 -3.572133 4.647387 1.015369  0.375
H16 -2.033868 2.598464 2.144999  0.263
H17 -2.434317 2.801684 -0.079649  0.323
H18 -2.560183 -0.415591 3.134023  0.281
H19 5.696234 -1.689251 1.489959  0.295
H20 -4.901210 -1.293065 -0.641173  0.568
H21 -5.410971 -1.259322 2.700723  0.351
H22 -3.099054 -1.657905 -3.978310  0.412
H23 -1.196850 -3.092739 -2.716625  0.513
H24 8.951293 -1.816563 0.088714  0.308
H25 1.554491 -0.398343 0.156315  0.249
H26 -4.626091 -2.701801 1.093578  0.475
H27 -2.787972 -0.536330 -2.669009  0.368
H28 -1.028694 3.829697 -0.432754  0.422
H29 -3.234762 -0.783522 -0.613412  -0.328
H30 -1.049245 -1.143780 -1.011072  -0.326
H31 -3.302041 -1.881846 3.686493  0.288
H32 -0.836168 -1.855671 -3.924986  0.338
H33 -3.281356 -3.486022 0.315548  0.408
H34 4.844687 -3.197263 1.096013  0.270
H35 7.222330 -3.627636 1.850765  0.268
H36 -3.148155 -3.353262 -1.782146  0.435
H37 4.224166 -1.628169 0.557059  -0.255
H38 -0.949374 0.933127 -0.554263  -0.419
H39 -1.987586 -2.716248 1.940326  0.388
H40 1.027014 3.571038 0.268042  0.531
H41 1.628864 2.141008 -1.463716  0.216
H42 -1.047235 4.008692 2.288888  0.504
H43 -2.023782 -1.196387 1.094411  -0.743

Atomic forces in eV per Å
-0.2 0.1 0.0
0.5 0.8 0.0
0.0 0.0 -0.2
0.1 0.1 -0.2
-0.3 -0.4 0.0
-2.1 1.0 -0.8
0.6 -0.2 -0.1
-0.1 -0.3 0.1
0.4 -0.6 -0.3
-0.1 0.0 -0.6
0.1 0.2 0.1
-0.3 -0.3 0.1
0.2 0.3 -0.2
0.4 -0.6 0.0
-0.1 -0.1 0.2
0.1 0.0 0.2
-0.2 0.6 0.2
0.6 0.2 -0.2
0.5 1.0 0.7
-0.2 -0.4 0.0
-0.2 -0.4 -0.1
0.2 -0.1 -0.8
0.1 -0.4 0.1
-0.1 -0.1 0.0
-0.4 -0.1 0.3
-0.2 0.6 0.3
-0.5 0.0 0.2
-0.5 0.3 0.4
0.1 0.2 0.0
1.6 -0.7 0.8
0.2 0.1 0.3
-0.1 -0.1 -0.1
-0.1 0.3 0.1
-0.2 -0.7 -0.2
0.0 -0.1 -0.1
0.0 0.0 0.0
0.1 -0.1 0.2
0.0 0.2 0.0
0.1 0.0 -0.1
0.0 0.2 -0.1
0.0 0.0 0.0
-0.1 0.0 -0.2
0.0 0.0 0.0
0.1 0.0 0.3
-0.1 0.1 0.1
-0.2 0.2 0.0
-0.1 0.0 0.2
0.2 -0.2 -0.3
0.2 0.0 0.1
0.0 -0.1 0.0
-0.1 0.2 -0.1
-0.2 0.0 -0.1
-0.2 0.0 -0.1
0.0 -0.2 -0.1
0.0 0.0 -0.1
-0.1 -0.3 -0.2
-0.1 -0.1 0.2
-0.1 0.2 -0.2
0.2 -0.1 -0.1
0.1 0.1 0.1
0.1 -0.2 0.3
-0.2 -0.1 0.1
0.2 -0.2 -0.1
-0.1 -0.2 -0.1
0.0 0.0 0.0
0.0 0.1 0.0
0.1 -0.2 -0.1
-0.1 -0.1 0.0
-0.2 -0.2 0.0
0.2 0.0 0.2
0.1 0.2 0.1
0.1 0.3 0.1
0.3 0.2 -0.1
0.1 0.0 -0.2